{"formula": "C45H122F3KN16O13P4S", "method": "ωB97M-V/def2-TZVPD", "e_homo_ev": -7.9714, "homo_lumo_gap_ev": 7.643, "molar_mass_g_mol": 1347.63, "energy_ev": -171577.3257, "species": ["K", "C", "F", "F", "F", "S", "O", "O", "O", "O", "P", "N", "C", "C", "N", "C", "C", "N", "C", "C", "H", "H", "H", "H", "H", "H", "H", "H", "H", "H", "H", "H", "H", "H", "H", "H", "H", "H", "O", "P", "N", "C", "C", "N", "C", "C", "N", "C", "C", "H", "H", "H", "H", "H", "H", "H", "H", "H", "H", "H", "H", "H", "H", "H", "H", "H", "H", "O", "P", "N", "C", "C", "N", "C", "C", "N", "C", "C", "H", "H", "H", "H", "H", "H", "H", "H", "H", "H", "H", "H", "H", "H", "H", "H", "H", "H", "O", "P", "N", "C", "C", "N", "C", "C", "N", "C", "C", "H", "H", "H", "H", "H", "H", "H", "H", "H", "H", "H", "H", "H", "H", "H", "H", "H", "H", "O", "C", "O", "C", "C", "C", "H", "H", "H", "H", "H", "H", "C", "C", "C", "O", "C", "N", "H", "H", "H", "H", "H", "H", "H", "H", "H", "H", "H", "C", "C", "C", "O", "C", "N", "H", "H", "H", "H", "H", "H", "H", "H", "H", "H", "H", "C", "C", "C", "O", "C", "N", "H", "H", "H", "H", "H", "H", "H", "H", "H", "H", "H", "C", "C", "C", "O", "C", "N", "H", "H", "H", "H", "H", "H", "H", "H", "H", "H", "H"], "xyz": [[4.0150, -0.9676, 4.1692], [0.7954, -0.8096, -0.0048], [1.5087, -1.3618, -0.9740], [0.1638, 0.2566, -0.4551], [-0.0832, -1.7151, 0.4248], [1.8960, -0.2908, 1.4260], [1.0343, 0.4641, 2.3227], [2.5112, -1.4948, 1.9901], [2.8752, 0.5898, 0.7988], [0.0800, 3.4873, -4.3296], [0.3261, 4.8830, -3.8772], [1.5038, 5.6773, -4.8318], [1.3036, 5.8502, -6.2437], [2.8847, 5.7791, -4.3979], [0.7902, 4.9389, -2.2645], [1.3034, 6.1232, -1.5764], [1.0723, 3.6922, -1.5634], [-0.9705, 5.9523, -4.0244], [-1.9529, 5.7102, -5.0841], [-0.8770, 7.3417, -3.5738], [1.2599, 4.9034, -6.7954], [2.0589, 6.4921, -6.6980], [0.3557, 6.3617, -6.4487], [2.9652, 5.5035, -3.3464], [3.2926, 6.7873, -4.5299], [3.5422, 5.1102, -4.9694], [2.2744, 5.9079, -1.1249], [1.4193, 6.9825, -2.2309], [0.5870, 6.3622, -0.7848], [0.8600, 3.8040, -0.4983], [0.5235, 2.8497, -1.9752], [2.1374, 3.4407, -1.6150], [-1.7885, 6.3848, -5.9296], [-1.8080, 4.7073, -5.4872], [-2.9583, 5.7985, -4.6784], [-0.0235, 7.7881, -4.0904], [-0.7503, 7.3958, -2.4927], [-1.8338, 7.8378, -3.7258], [-5.2624, 2.0480, -0.5167], [-5.0825, 1.5479, -1.8944], [-4.1851, 0.1188, -2.0063], [-3.0517, -0.0886, -1.1203], [-4.1039, -0.6669, -3.2460], [-4.2733, 2.5817, -2.9800], [-2.8287, 2.8202, -2.8633], [-5.0482, 3.7512, -3.3943], [-6.5173, 1.2387, -2.6841], [-6.7457, 1.0780, -4.1009], [-7.7472, 1.2414, -1.8877], [-2.1016, 0.0171, -1.6512], [-3.1130, -1.0873, -0.6714], [-3.1129, 0.5889, -0.2672], [-5.0855, -0.8257, -3.6700], [-3.6358, -1.6130, -2.9775], [-3.4198, -0.1645, -3.9378], [-2.3240, 2.2799, -2.0587], [-2.3367, 2.3850, -3.7391], [-2.6246, 3.8856, -2.7907], [-4.3946, 4.5106, -3.8128], [-5.7871, 3.4950, -4.1575], [-5.6190, 4.2321, -2.5917], [-7.3879, 0.2127, -4.2781], [-7.2176, 1.9682, -4.5364], [-5.8210, 0.9762, -4.6649], [-8.3151, 0.3321, -2.1057], [-8.3536, 2.0972, -2.1972], [-7.5374, 1.2598, -0.8235], [-4.2512, 0.8327, 4.6880], [-4.5609, -0.4352, 3.9639], [-4.8214, -1.7607, 4.9752], [-6.0412, -1.8286, 5.7937], [-3.6716, -2.2452, 5.7396], [-3.4237, -0.9723, 2.8496], [-2.1203, -0.3364, 2.7989], [-3.4490, -2.3533, 2.3686], [-5.9774, -0.2813, 3.0785], [-6.5294, 1.0121, 2.7628], [-6.7519, -1.4147, 2.5997], [-6.8224, -1.1728, 5.3924], [-5.8398, -1.4087, 6.7790], [-6.4814, -2.8174, 5.6645], [-3.3871, -1.5689, 6.5568], [-2.7991, -2.2365, 5.0831], [-3.9542, -3.2064, 6.1672], [-1.8210, -0.2894, 1.7472], [-2.2177, 0.7068, 3.0954], [-1.3109, -0.8496, 3.3244], [-2.8133, -2.9959, 2.9828], [-4.4542, -2.7603, 2.3843], [-3.1134, -2.4000, 1.3299], [-6.6211, 1.2267, 1.6966], [-7.5344, 1.0990, 3.2056], [-5.9959, 1.8131, 3.2722], [-7.8259, -1.2882, 2.7390], [-6.4615, -2.3271, 3.1238], [-6.5128, -1.6248, 1.5514], [-1.2982, -5.1047, -5.0376], [-0.1915, -4.8579, -4.0886], [-0.0712, -3.2647, -3.6130], [0.6547, -2.2696, -4.4012], [-1.2195, -2.7171, -2.9319], [1.3018, -5.1880, -4.8238], [1.3819, -6.4276, -5.6105], [2.6101, -4.8368, -4.2837], [-0.2705, -5.7690, -2.7151], [0.5206, -5.4721, -1.5172], [-1.0030, -7.0268, -2.7507], [1.4315, -2.7501, -4.9889], [1.0251, -1.4886, -3.7402], [-0.0278, -1.8645, -5.1575], [-1.7690, -3.4659, -2.3640], [-1.8895, -2.1554, -3.5936], [-0.8758, -1.9418, -2.2351], [0.6831, -6.3854, -6.4511], [2.3474, -6.6227, -6.0679], [1.0181, -7.2532, -4.9918], [3.0223, -5.6642, -3.6965], [3.3237, -4.5587, -5.0643], [2.4824, -3.9247, -3.6964], [0.3059, -4.4535, -1.1912], [0.2189, -6.1336, -0.7078], [1.5901, -5.6080, -1.6910], [-0.7096, -7.6970, -3.5652], [-2.0528, -6.8184, -2.9811], [-0.9337, -7.5789, -1.8178], [6.0800, 0.2481, -4.6765], [5.1056, 0.6967, -4.1485], [4.4163, 1.7363, -4.6639], [3.3896, 2.1597, -3.7627], [3.1486, 0.9711, -2.8383], [4.4640, 0.2120, -2.8583], [2.4893, 2.3866, -4.3344], [3.6141, 3.0529, -3.1744], [2.3477, 0.3142, -3.1804], [2.8374, 1.3134, -1.8533], [4.4140, -0.8725, -2.9157], [5.1054, 0.5258, -2.0317], [0.7550, -2.0691, 7.0599], [0.2208, -1.1903, 5.9623], [-0.1888, 0.2303, 6.3127], [-1.2819, 0.1704, 7.2215], [-2.0220, 1.3711, 7.2526], [1.1391, -1.1282, 4.8121], [0.0414, -2.0644, 7.8887], [1.7448, -1.8553, 7.4669], [0.7535, -3.1087, 6.7240], [-0.7091, -1.6704, 5.6235], [-0.4357, 0.7542, 5.3834], [0.5644, 0.8170, 6.8561], [-2.8830, 1.2761, 7.9115], [-2.3739, 1.6454, 6.2539], [-1.3690, 2.1574, 7.6628], [0.6935, -0.6936, 4.0131], [1.4288, -2.0751, 4.5911], [-0.2171, -4.9244, 2.0807], [0.0313, -4.0839, 3.3598], [-0.6171, -4.8012, 4.5410], [-1.9864, -4.9530, 4.3459], [-2.5701, -5.7688, 5.3308], [1.4677, -3.8756, 3.4835], [-1.2529, -4.8135, 1.7391], [-0.1735, -5.9956, 2.3111], [0.4508, -4.6833, 1.2579], [-0.4994, -3.1687, 3.0859], [-0.3573, -4.1718, 5.4058], [-0.1569, -5.7794, 4.7453], [-2.4622, -5.3796, 6.3479], [-2.1327, -6.7700, 5.2543], [-3.6437, -5.8769, 5.1825], [1.8682, -3.4084, 2.6790], [1.9714, -4.7517, 3.5702], [4.5537, 3.5392, 1.9804], [4.3968, 3.8857, 0.4980], [5.3438, 4.9680, -0.0209], [4.8645, 5.4388, -1.2614], [5.8481, 6.1669, -1.9376], [4.5602, 2.6462, -0.2514], [4.2158, 4.3998, 2.5652], [5.5686, 3.2237, 2.2197], [3.8562, 2.7391, 2.2366], [3.3785, 4.2788, 0.3492], [6.3457, 4.5371, -0.1446], [5.4581, 5.7155, 0.7750], [6.3074, 6.9957, -1.3741], [5.3937, 6.7677, -2.7300], [6.6878, 5.5741, -2.3065], [4.2063, 2.9090, -1.1696], [3.9740, 1.9053, 0.1083], [6.7620, -1.2954, 0.4034], [6.3027, -1.2533, 1.8369], [7.3646, -1.6306, 2.8506], [6.8103, -2.1574, 4.0654], [7.7881, -2.7214, 4.9170], [5.7349, 0.0947, 2.0899], [5.9565, -1.1328, -0.3128], [7.2677, -2.2115, 0.0837], [7.4802, -0.4859, 0.2272], [5.4299, -1.9102, 1.8909], [7.9472, -0.7267, 3.0812], [8.1255, -2.3325, 2.4937], [7.2881, -3.1365, 5.7884], [8.5301, -1.9812, 5.2267], [8.2900, -3.5386, 4.3893], [5.0094, 0.2539, 1.3938], [6.4413, 0.8072, 1.9351]], "atomic_forces_ev_per_a": [[-0.09, 0.09, -0.03], [0.81, -0.12, 1.41], [0.21, -0.06, -0.44], [-0.23, 0.16, -0.30], [-0.38, -0.14, -0.02], [0.42, 1.64, 0.36], [-0.11, -1.00, -0.45], [-0.51, 0.02, -0.41], [-0.12, -0.73, -0.34], [-0.34, 0.74, 0.29], [0.46, 0.58, -0.38], [0.35, 0.16, 1.60], [-0.96, 0.06, -0.62], [0.30, -0.50, -0.08], [0.22, 0.07, -1.13], [-0.38, -0.34, 0.24], [0.40, -0.02, 0.05], [-0.51, -0.94, -0.05], [0.66, -0.25, 0.04], [0.12, -0.87, 0.20], [0.21, -0.01, 0.04], [0.23, -0.10, 0.26], [0.00, -0.08, 0.12], [0.12, 0.05, -0.07], [-0.22, 0.09, 0.04], [-0.03, -0.07, 0.07], [0.06, 0.01, -0.04], [-0.04, -0.07, -0.10], [0.20, 0.28, 0.12], [-0.31, 0.02, -0.03], [-0.18, 0.14, -0.03], [0.07, 0.05, -0.04], [-0.30, 0.24, 0.06], [-0.14, -0.08, 0.20], [-0.14, 0.14, -0.20], [-0.22, 0.66, 0.08], [0.30, -0.07, -0.03], [0.13, 0.12, -0.54], [0.02, -0.35, -0.15], [1.03, -0.34, -1.44], [-0.41, 0.33, 0.42], [-0.45, -0.14, 0.39], [0.48, 0.71, 0.98], [-0.89, -0.08, 0.70], [0.17, -1.00, -0.55], [-0.40, 0.10, -0.07], [0.08, 0.13, 0.79], [0.22, 0.47, -0.23], [0.09, -0.18, -0.62], [0.08, 0.07, 0.11], [0.17, -0.12, -0.22], [0.12, 0.21, -0.18], [-0.03, -0.09, -0.15], [-0.38, -0.12, -0.10], [-0.17, -0.07, -0.40], [-0.48, 0.27, 0.43], [0.09, 0.55, -0.21], [0.19, -0.04, 0.08], [0.10, -0.07, -0.07], [0.16, -0.03, -0.09], [0.20, -0.09, 0.23], [0.03, -0.04, -0.09], [-0.34, -0.09, 0.12], [0.11, -0.19, 0.19], [-0.04, -0.02, 0.01], [-0.16, 0.05, 0.29], [0.10, 0.22, -0.02], [0.38, -0.70, -0.87], [-0.85, 0.36, 0.06], [-0.36, 0.18, -0.11], [-0.23, 1.07, -1.34], [0.01, 0.83, -0.30], [0.25, -0.07, 0.93], [-0.22, 0.44, -1.04], [-0.01, 0.31, 0.03], [-0.06, -0.61, 0.79], [-0.76, 0.68, 0.69], [0.87, -0.40, -0.16], [0.27, 0.12, -0.20], [-0.13, -0.75, 0.39], [0.23, -0.26, 0.95], [-0.27, 0.03, 0.09], [-0.02, -0.68, 0.07], [0.47, -0.23, -0.21], [0.14, -0.09, 0.00], [0.15, -0.13, 0.39], [-0.14, -0.09, 0.34], [0.01, -0.14, -0.04], [-0.07, 0.02, 0.11], [0.16, 0.12, -0.01], [0.34, -0.13, -0.08], [-0.11, -0.21, -0.20], [0.44, -0.16, -0.29], [-0.03, 0.26, -0.06], [-0.05, 0.10, 0.20], [-0.39, 0.17, -0.19], [0.14, -0.68, 0.43], [0.73, 0.50, -1.35], [0.75, -0.65, 0.29], [-0.77, -0.62, -0.54], [0.13, 0.92, 0.42], [0.68, 0.23, -0.73], [-1.72, 0.15, -0.21], [-0.66, 0.54, 0.41], [-0.19, -0.12, 0.88], [-0.26, 0.11, -0.42], [-0.89, -0.04, -0.84], [0.21, 0.17, 0.27], [0.14, 0.08, -0.10], [0.01, 0.41, 0.16], [-0.02, -0.08, -0.13], [0.04, -0.54, -0.28], [0.04, -0.21, 0.19], [-0.06, 0.13, 0.10], [0.30, 0.19, 0.51], [0.55, -0.40, -0.12], [0.16, 0.20, 0.16], [-0.12, -0.27, -0.22], [0.29, -0.34, 0.43], [0.29, 0.07, 0.02], [-0.04, -0.09, -0.06], [0.07, 0.13, 0.12], [0.37, 0.04, 0.13], [-0.03, -0.09, 0.29], [0.11, 0.20, 0.12], [0.06, 0.00, -0.17], [0.27, -0.22, 0.20], [0.17, 0.56, 0.15], [-1.15, -0.56, -0.04], [-0.53, -0.47, 0.47], [0.19, 0.62, -0.24], [0.11, 0.08, -0.13], [0.72, 0.06, -0.34], [-0.06, 0.20, -0.29], [0.13, -0.16, 0.11], [-0.14, 0.00, 0.24], [0.11, -0.16, -0.01], [-0.46, -0.49, 0.68], [0.01, 0.27, -1.08], [-0.16, 0.04, 1.16], [-0.52, -0.55, -0.47], [0.48, 0.45, 0.04], [0.58, 0.09, 1.06], [0.10, 0.17, 0.06], [0.03, 0.38, -0.24], [0.26, 0.04, -0.11], [-0.15, 0.04, 0.20], [-0.21, 0.05, 0.03], [0.55, -0.17, -0.47], [0.06, -0.29, 0.00], [-0.04, 0.01, 0.05], [-0.21, 0.17, -0.14], [0.15, -0.06, -0.12], [-0.27, -0.12, -0.40], [-1.13, -0.65, 0.25], [-0.30, -1.47, -2.68], [1.27, 0.98, 0.56], [-0.50, 0.35, -0.13], [-0.16, -0.46, 0.14], [0.41, 0.13, 1.25], [0.11, 0.22, -0.10], [0.47, 0.00, -0.07], [0.09, 0.13, 0.09], [0.34, 0.48, 0.89], [-0.51, -0.16, 0.30], [0.18, -0.03, -0.33], [0.36, 0.10, -0.01], [0.03, -0.06, 0.29], [0.04, 0.24, -0.45], [-0.37, 0.22, -0.08], [-0.27, -0.16, 0.05], [-0.54, 0.70, -0.25], [-0.18, -0.50, 0.53], [0.18, -1.15, 0.88], [0.16, 0.25, 0.33], [0.40, 1.55, -0.47], [0.36, 0.80, -1.02], [0.47, -0.03, 0.23], [0.04, 0.15, 0.11], [0.13, -0.13, -0.13], [0.02, 0.12, 0.17], [-0.03, -0.15, -0.12], [-0.29, 0.56, -0.42], [-0.13, -0.43, 0.73], [-0.22, -0.72, -0.37], [-0.23, -0.33, -0.14], [0.29, -0.67, -0.16], [-0.25, 0.19, 0.03], [1.16, -0.09, -0.90], [-1.01, 0.38, -0.47], [0.55, 0.22, 0.63], [-0.53, 0.41, -0.41], [0.02, -0.12, -0.37], [0.02, -0.39, 0.70], [-0.23, 0.05, 0.27], [-0.10, -0.13, 0.28], [0.00, -0.03, 0.01], [0.19, -0.41, 0.34], [-0.09, 0.10, 0.11], [-0.37, -0.25, -0.41], [-0.07, 0.11, 0.02], [0.01, 0.03, 0.04], [0.15, -0.01, 0.09], [-0.06, 0.14, 0.09], [0.00, -0.02, -0.03]]}